[1]
Formula: C11H44O11
Source: OMol25
Level of theory: ωB97M-V/def2-TZVPD

The geometry in XYZ format:
```
66
Properties=species:S:1:pos:R:3:mulliken_charge:R:1
O 2.04 2.95 4.85 -0.57
O -4.21 -2.04 0.82 -0.55
O 3.67 0.74 4.80 -0.57
O 0.90 0.17 0.69 -0.55
O 2.59 -1.04 -3.32 -0.49
O 0.84 0.98 -4.54 -0.52
O -0.44 -0.70 3.01 -0.33
O -2.32 -2.27 -3.17 -0.50
O -3.63 2.46 -2.16 -0.57
O -0.89 -5.24 0.93 -0.53
O 2.14 2.56 -0.14 -0.51
C -1.84 -0.67 2.95 -0.68
C -2.84 1.30 -2.39 0.24
C 2.74 -0.27 4.56 -0.27
C -3.65 -2.44 -0.40 -0.33
C 1.19 3.59 0.08 -0.45
C -0.07 -4.09 1.14 -0.16
C -0.06 -0.38 -0.19 0.67
C 3.76 -0.37 -2.84 -0.60
C 0.78 1.95 -3.48 -0.38
C -0.95 -1.98 -3.46 -0.25
C 1.27 3.27 3.70 -0.20
H -0.20 -1.27 3.75 0.23
H -3.14 3.21 -2.50 0.30
H -0.15 -1.45 0.00 -0.17
H -2.38 -3.22 -3.02 0.27
H -4.77 -1.27 0.69 0.31
H -2.27 -1.67 2.89 0.31
H -1.82 1.43 -2.03 -0.22
H -0.20 2.43 -3.43 0.35
H -1.03 0.12 -0.11 0.12
H 0.64 -0.03 1.60 0.13
H -2.81 1.08 -3.46 0.33
H 2.40 3.80 5.13 0.31
H -0.28 -2.32 -2.67 0.21
H -4.40 -2.83 -1.10 0.41
H 3.61 0.14 -1.88 0.22
H -1.41 -5.03 0.15 0.29
H 0.96 2.42 3.09 -0.16
H -3.10 -1.63 -0.88 0.16
H 0.21 -0.28 -1.24 -0.29
H 3.21 1.60 4.72 0.39
H -3.01 -3.28 -0.16 -0.03
H 0.61 3.29 0.96 0.11
H -2.31 -0.08 3.75 0.38
H 1.70 1.72 0.04 0.38
H 0.90 1.42 -2.53 -0.14
H 1.77 3.93 2.99 0.34
H -0.61 -2.31 -4.45 0.39
H 0.53 3.69 -0.79 0.14
H -2.12 -0.22 2.00 0.13
H 0.63 -3.99 0.30 0.28
H 1.59 4.59 0.25 0.33
H 1.58 2.69 -3.59 0.41
H -0.92 -0.89 -3.47 -0.13
H 4.64 -1.00 -2.84 0.30
H 2.02 -0.31 -3.59 0.24
H 0.71 1.49 -5.34 0.27
H -3.25 0.46 -1.82 -0.03
H 0.51 -4.18 2.06 0.27
H 3.17 -1.27 4.54 0.35
H 1.92 -0.28 5.29 0.23
H 0.35 3.74 4.05 0.33
H -0.71 -3.21 1.17 -0.16
H 3.95 0.43 -3.56 0.28
H 2.30 -0.11 3.56 -0.08
```

Its lowest unoccupied orbital energy is 0.298 eV. The energy above the lowest of the compared OMol25 structures with the same formula, charge and spin is 237.7 kJ/mol. The value obtained for the molecular weight is 352.46 g/mol. The largest force on an atom is 1.388 eV/A. Its energy is -1272.9207 a.u. Its SMILES is CO.CO.CO.CO.CO.CO.CO.CO.CO.CO.CO. The spin multiplicity is 1. The total charge is 0. The frontier orbital gap comes out at 9.9 eV.

[2]
Formula: C24H45IrNP2Si
Source: OMol25
Level of theory: ωB97M-V/def2-TZVPD

The geometry in XYZ format:
```
74
Properties=species:S:1:pos:R:3:lowdin_spin:R:1
Ir 0.87 0.19 1.28 1.69
P -0.72 3.00 -2.71 0.26
P -2.14 -0.04 -3.00 0.31
Si 2.68 -2.25 2.13 0.05
N 1.14 -1.45 2.47 0.43
C 0.28 4.33 -3.47 0.04
C -0.79 -0.89 3.85 0.16
C 1.58 0.96 -1.44 0.07
C -0.05 1.84 0.42 0.15
C -0.14 -3.01 5.57 -0.01
C -2.68 1.40 -4.06 0.04
C 3.50 -1.43 0.66 0.05
C 3.80 -2.07 3.62 0.02
C -1.20 -2.14 5.88 0.20
C 1.25 1.69 -0.18 0.16
C -1.53 -1.09 5.01 0.00
C 1.84 1.22 2.66 0.13
C -1.59 2.46 -4.27 0.02
C -1.21 -0.92 -4.32 0.03
C -1.94 0.08 0.28 0.08
C 0.32 -1.73 3.54 0.09
C -2.13 4.03 -2.10 0.03
C 0.60 -2.82 4.40 0.14
C -3.69 -1.02 -3.02 0.05
C -1.35 1.43 -0.20 0.04
C 0.77 -0.34 -1.65 0.06
C -0.92 -0.99 0.28 0.18
C 0.30 -1.10 -0.43 0.16
C 2.34 -4.03 1.68 0.01
H 1.02 3.89 -4.15 0.00
H -3.96 -1.27 -4.06 0.01
H -1.80 4.56 -1.20 0.00
H -2.02 3.37 -4.71 0.01
H -2.40 4.76 -2.88 0.01
H -0.37 5.03 -4.02 0.01
H -4.50 -0.45 -2.56 0.00
H -2.10 2.23 -0.07 0.00
H 1.89 -4.61 2.50 0.00
H 0.12 -3.84 6.23 0.00
H 4.55 -1.76 0.69 0.01
H 2.65 0.70 -1.41 0.01
H -0.84 -1.87 -3.93 0.00
H 0.76 -2.09 -0.34 0.01
H -2.36 -0.42 5.24 0.00
H -2.35 0.20 1.30 0.01
H -1.76 -2.29 6.80 0.01
H 4.00 -1.01 3.84 0.00
H 3.31 -4.50 1.43 0.00
H 3.38 -2.54 4.52 0.00
H 2.91 0.93 2.66 0.01
H 1.98 2.44 0.13 0.01
H -1.02 -0.05 3.18 0.03
H -0.35 -0.33 -4.67 0.00
H -0.82 2.09 -4.96 0.00
H -0.09 -0.10 -2.28 0.02
H -1.18 1.29 -1.29 0.02
H -3.52 -1.94 -2.45 0.00
H 4.75 -2.57 3.38 0.00
H 1.43 -3.49 4.17 0.00
H -1.88 -1.11 -5.17 0.01
H -2.78 -0.19 -0.37 0.02
H 1.43 1.61 -2.31 0.02
H 0.80 4.87 -2.67 0.00
H 1.40 0.97 3.63 0.02
H 1.68 -4.08 0.81 0.00
H -0.09 2.69 1.12 0.02
H 1.40 -1.02 -2.25 0.00
H -1.20 -1.89 0.84 0.01
H -3.00 3.42 -1.85 0.00
H 3.06 -1.75 -0.29 0.00
H -2.99 0.96 -5.02 0.01
H 3.50 -0.33 0.70 0.01
H -3.57 1.83 -3.58 0.00
H 1.74 2.30 2.46 0.03
```

Its lowest unoccupied orbital energy (alpha / beta) is -4.464 / -9.386 eV. The energy above the lowest of the compared OMol25 structures with the same formula, charge and spin is 0.0 kJ/mol. The value obtained for the molecular weight is 629.88 g/mol. The largest force on an atom is 3.246 eV/A. Its energy is -2071.9856 a.u. The spin multiplicity is 6. The total charge is +2. The frontier orbital gap (alpha / beta) comes out at 6.1 / 4.6 eV.

[3]
Formula: C5H5ClN2O2
Source: OMol25
Level of theory: ωB97M-V/def2-TZVPD

The geometry in XYZ format:
```
15
Properties=species:S:1:pos:R:3:mulliken_charge:R:1
Cl 1.19 -0.54 2.55 -0.13
O 0.07 -2.56 0.13 -0.53
O -1.70 -2.20 1.25 -0.59
N -0.79 -1.83 0.55 0.90
N -0.11 1.17 -1.54 -0.57
C -0.67 -0.15 -1.16 -0.74
C -0.85 -0.45 0.20 -0.15
C 1.17 1.35 0.57 -0.47
C 0.73 0.28 1.17 0.29
C 0.71 1.70 -0.74 0.05
H 0.16 -0.60 -1.48 0.49
H -1.74 -0.03 0.67 0.40
H 1.29 2.49 -1.24 0.35
H -1.53 -0.39 -1.84 0.31
H 2.07 1.77 0.90 0.38
```

Its lowest unoccupied orbital energy is -0.290 eV. The energy above the lowest of the compared OMol25 structures with the same formula, charge and spin is 647.9 kJ/mol. The value obtained for the molecular weight is 160.56 g/mol. The largest force on an atom is 5.729 eV/A. Its energy is -913.4974 a.u. The spin multiplicity is 1. The total charge is 0. The frontier orbital gap comes out at 9.7 eV.

[4]
Formula: C6H13N2O2S
Source: OMol25
Level of theory: ωB97M-V/def2-TZVPD

The geometry in XYZ format:
```
24
Properties=species:S:1:pos:R:3:mulliken_charge:R:1
S -1.26 2.41 -3.01 -0.70
O -1.80 -2.37 -0.69 -0.58
O -2.35 -1.73 1.41 -0.61
N -1.42 -0.12 -0.19 0.69
N -2.35 0.51 -0.89 -0.97
C -1.93 -1.69 0.29 0.50
C 0.92 -0.13 0.54 2.03
C 1.43 -1.23 -0.42 -1.50
C 2.03 0.93 0.62 -2.03
C -0.26 0.48 -0.08 -0.76
C 0.51 -0.63 1.92 -1.69
H 0.76 0.18 2.69 0.31
H -1.28 3.51 -2.34 0.03
H -1.98 1.29 -1.76 0.17
H 0.82 -2.08 -0.32 0.42
H -0.31 1.57 -0.35 0.41
H -0.52 -0.65 1.95 0.60
H 2.93 0.43 0.86 0.43
H -2.99 -0.27 -1.28 0.25
H 2.48 -1.44 -0.25 0.45
H 1.71 1.85 1.04 0.50
H 1.09 -1.49 2.20 0.32
H 2.22 1.29 -0.40 0.47
H 1.54 -0.63 -1.54 0.24
```

Its lowest unoccupied orbital energy is 3.233 eV. The energy above the lowest of the compared OMol25 structures with the same formula, charge and spin is 99.4 kJ/mol. The value obtained for the molecular weight is 177.25 g/mol. The largest force on an atom is 4.489 eV/A. Its energy is -894.5658 a.u. The spin multiplicity is 1. The total charge is -1. The frontier orbital gap comes out at 7.4 eV.

[5]
Formula: C2HCl2N3
Source: OMol25
Level of theory: ωB97M-V/def2-TZVPD

The geometry in XYZ format:
```
8
Properties=species:S:1:pos:R:3:mulliken_charge:R:1
Cl 1.41 -1.16 -1.44 -0.12
Cl 1.58 -1.02 1.49 -0.12
N -0.04 1.70 -0.07 -0.18
N -1.37 1.04 -0.06 -0.26
N 0.92 1.00 -0.04 0.01
C 0.88 -0.38 0.02 0.21
C -1.37 -0.17 0.03 0.09
H -2.00 -1.01 0.07 0.37
```

Its lowest unoccupied orbital energy is -0.701 eV. The energy above the lowest of the compared OMol25 structures with the same formula, charge and spin is 202.1 kJ/mol. The value obtained for the molecular weight is 137.96 g/mol. The largest force on an atom is 4.122 eV/A. Its energy is -1161.2954 a.u. The spin multiplicity is 1. The total charge is 0. The frontier orbital gap comes out at 8.5 eV.

[6]
Formula: C6H14BrOP
Source: OMol25
Level of theory: ωB97M-V/def2-TZVPD

The geometry in XYZ format:
```
23
Properties=species:S:1:pos:R:3:mulliken_charge:R:1
Br 1.61 -0.48 -2.04 -0.22
P -0.01 0.32 -0.80 0.76
O -1.04 1.34 -1.48 -0.73
C 1.00 1.19 0.54 0.33
C 0.00 1.37 1.69 -1.82
C -1.52 -1.82 -1.40 -1.62
C -0.92 -1.15 -0.17 0.30
C 1.49 2.49 -0.07 -1.02
C 0.02 -2.16 0.60 -1.12
H 1.37 2.33 -1.11 0.34
H 0.66 3.14 0.40 0.30
H -1.89 -0.91 0.38 0.38
H 0.46 -1.49 1.40 0.26
H -2.19 -1.14 -2.00 0.35
H -0.83 1.85 1.19 0.52
H 1.86 0.43 0.75 0.44
H 2.58 2.71 0.21 0.27
H -2.07 -2.83 -1.38 0.33
H -0.29 0.45 1.97 0.39
H -0.57 -3.05 0.97 0.40
H -0.70 -2.04 -2.01 0.44
H 0.26 1.96 2.53 0.38
H 0.70 -2.51 -0.16 0.32
```

Its lowest unoccupied orbital energy is 0.544 eV. The energy above the lowest of the compared OMol25 structures with the same formula, charge and spin is 0.0 kJ/mol. The value obtained for the molecular weight is 213.06 g/mol. The largest force on an atom is 5.625 eV/A. Its energy is -3227.6141 a.u. Its SMILES is CC(C)P(=O)(Br)C(C)C. The spin multiplicity is 1. The total charge is 0. The frontier orbital gap comes out at 10.4 eV.

[7]
Formula: C48H42N4O6P2Sr
Source: OMol25
Level of theory: ωB97M-V/def2-TZVPD

The geometry in XYZ format:
```
103
Properties=species:S:1:pos:R:3:mulliken_charge:R:1
Sr -0.12 -0.96 0.08 1.57
P 2.84 -0.40 0.92 1.57
P -2.87 1.01 -0.83 1.63
O 1.74 -0.39 4.99 -0.42
O 0.26 1.25 -0.86 -0.58
O 0.57 -3.12 -0.90 -0.63
O 0.72 -0.81 -6.48 -0.56
O 0.93 -4.32 -2.77 -0.78
O 1.41 2.05 -2.61 -0.80
N -0.02 -1.01 -2.37 2.10
N -2.66 -2.05 -0.24 0.51
N -3.87 -0.32 -1.27 0.05
N 0.56 -0.65 3.10 0.25
C 0.59 1.31 -2.10 -1.18
C 5.21 0.08 -2.39 -0.66
C 0.71 -2.02 -4.43 -1.63
C -2.44 -0.48 2.88 -0.67
C -5.02 3.80 1.24 -0.78
C -6.19 3.45 -0.83 -0.77
C 3.83 -0.69 -0.58 0.52
C 0.66 -3.29 -2.16 -0.64
C 2.77 -1.76 3.36 0.24
C -4.06 2.88 0.84 -0.28
C -5.22 2.54 -1.23 -0.46
C -4.15 2.24 -0.39 0.38
C -3.73 -1.65 -0.93 0.44
C 3.60 -1.88 -1.28 -0.23
C 4.56 -2.43 1.90 -0.61
C 3.46 -1.61 2.15 0.34
C -2.54 -3.36 0.04 -0.44
C 4.99 -1.10 -3.08 -0.66
C -1.23 2.48 -5.00 -1.02
C 0.54 -0.90 -5.14 0.33
C 0.20 0.41 -4.51 0.01
C -4.73 -2.55 -1.34 -1.07
C 1.62 -0.91 3.75 -0.29
C 4.97 -3.37 2.83 -0.75
C -1.68 -0.33 4.19 0.49
C 0.55 0.38 5.24 -0.64
C -6.09 4.08 0.40 -0.43
C 3.21 -2.68 4.30 -0.69
C 3.18 3.59 1.56 -0.77
C 4.22 3.70 2.48 -0.53
C -2.46 0.57 5.14 -1.60
C -1.21 1.00 -4.77 0.27
C 4.30 -3.50 4.04 -0.83
C 3.42 1.19 1.58 0.36
C -0.15 0.27 -3.01 1.45
C 4.46 1.31 2.50 -0.64
C -0.27 0.23 3.95 -0.07
C 2.78 2.34 1.11 -0.40
C -2.34 1.60 -2.47 -0.70
C 4.64 0.29 -1.15 -0.62
C -2.37 2.88 -2.86 -0.14
C 4.18 -2.09 -2.52 -0.76
C -3.47 -4.31 -0.33 -1.05
C 0.43 -2.02 -3.00 -0.41
C 4.85 2.56 2.95 -0.72
C -1.76 3.33 -4.12 -0.91
C -1.63 0.59 -3.33 -1.22
C -4.59 -3.88 -1.03 -0.34
H -5.29 2.08 -2.21 0.27
H -3.22 2.66 1.49 0.35
H -2.18 -0.35 -3.34 0.62
H -3.30 -5.35 -0.09 0.44
H -0.79 2.85 -5.92 0.41
H 0.95 -1.68 -6.83 0.37
H -0.38 1.20 3.44 0.52
H -5.34 -4.59 -1.35 0.41
H 4.62 -4.23 4.77 0.40
H -5.58 -2.19 -1.89 0.45
H 5.66 2.65 3.67 0.43
H -7.02 3.67 -1.49 0.39
H 3.98 -3.01 -3.05 0.43
H -4.94 4.29 2.20 0.41
H -2.83 3.63 -2.23 0.49
H 4.96 0.42 2.86 0.48
H -1.75 4.39 -4.32 0.38
H -2.67 0.50 2.46 -0.06
H -3.48 0.20 5.26 0.43
H -3.37 -1.03 3.01 0.50
H -1.55 -1.32 4.65 0.34
H 1.02 -2.96 -4.87 0.44
H -2.52 1.58 4.73 0.33
H 4.53 4.67 2.83 0.39
H 5.09 -2.33 0.97 0.48
H 4.81 1.22 -0.63 0.36
H -1.64 -3.65 0.56 0.53
H 2.69 4.48 1.18 0.48
H 5.43 -1.26 -4.06 0.39
H 5.82 -4.00 2.61 0.46
H -2.02 0.63 6.13 0.41
H 2.94 -2.64 -0.87 0.53
H -1.76 0.49 -5.57 0.52
H -6.85 4.79 0.71 0.38
H 2.69 -2.76 5.25 0.51
H -4.68 -0.14 -1.84 0.23
H 1.98 2.25 0.38 0.33
H 0.06 -0.05 6.11 0.44
H 1.02 1.12 -4.67 0.76
H 0.85 1.40 5.46 0.25
H -1.84 -1.02 2.15 -0.23
H 5.83 0.85 -2.83 0.41
```

Its lowest unoccupied orbital energy is 0.376 eV. The energy above the lowest of the compared OMol25 structures with the same formula, charge and spin is 0.0 kJ/mol. The value obtained for the molecular weight is 920.45 g/mol. The largest force on an atom is 0.710 eV/A. Its energy is -3238.3910 a.u. The spin multiplicity is 1. The total charge is 0. The frontier orbital gap comes out at 8.1 eV.

[8]
Formula: C3H4Br3CaO2
Source: OMol25
Level of theory: ωB97M-V/def2-TZVPD

The geometry in XYZ format:
```
13
Properties=species:S:1:pos:R:3:lowdin_spin:R:1
Br -3.18 2.77 2.55 0.00
Br -3.26 0.17 0.20 0.00
Br -0.62 2.29 0.44 0.00
Ca 3.95 -1.12 -2.65 0.83
O 2.15 -2.08 -1.50 0.07
O 2.42 -0.01 -1.14 0.07
C 1.67 -1.01 -1.06 0.02
C 0.40 -0.81 -0.28 0.00
C -2.09 1.39 1.46 0.00
H -0.28 -0.01 -0.58 0.00
H -0.14 -1.74 -0.44 0.00
H -1.70 0.75 2.24 0.00
H 0.68 -0.59 0.75 0.00
```

Its lowest unoccupied orbital energy (alpha / beta) is -1.086 / -1.086 eV. The value obtained for the molecular weight is 351.85 g/mol. The largest force on an atom is 2.610 eV/A. Its energy is -8666.8165 a.u. The spin multiplicity is 2. The total charge is 0. The frontier orbital gap (alpha / beta) comes out at 4.3 / 8.7 eV.

[9]
Formula: C33H45F4N2O3S2SbTi
Source: OMol25
Level of theory: ωB97M-V/def2-TZVPD

The geometry in XYZ format:
```
91
Properties=species:S:1:pos:R:3:mulliken_charge:R:1
Sb 0.44 2.70 0.08 1.07
Ti -0.31 -0.34 -0.16 -0.80
S -2.81 0.78 2.03 -0.06
S -0.75 -2.50 2.21 0.68
F 1.80 0.09 1.25 0.27
F 4.14 1.20 2.03 -0.34
F 5.38 1.77 -2.46 -0.30
F 3.11 0.65 -3.29 -0.40
O -1.45 0.40 1.46 -0.51
O -1.17 0.92 -1.35 -0.45
O 0.02 -1.67 1.18 -0.52
N 1.19 -0.31 -1.31 1.80
N -0.40 -2.37 -1.36 1.41
C -1.95 4.61 4.32 -0.71
C 3.36 0.72 -1.96 0.18
C -2.47 2.28 2.96 1.47
C -0.32 -1.67 -2.66 -1.33
C -3.51 0.54 -1.19 -1.54
C -0.61 -5.24 1.97 -0.18
C 4.86 1.47 -0.20 -0.52
C 0.81 -3.20 -1.14 0.19
C 2.39 0.26 -1.04 0.22
C -1.16 2.60 3.29 -0.16
C -0.90 3.77 3.97 -1.21
C 3.93 1.04 0.72 -0.42
C 1.44 -6.49 2.03 -0.53
C -0.13 -1.88 3.84 -0.40
C -3.07 -0.40 3.43 -1.01
C -1.19 4.14 0.25 -1.23
C -1.26 -1.63 4.82 -1.26
C 0.87 -0.70 -2.67 -1.38
C 1.51 -4.10 2.26 -0.09
C 2.75 0.46 0.31 -0.18
C 1.17 -4.18 -2.25 -1.60
C 2.16 -5.32 2.20 -0.91
C -2.04 -0.33 4.56 -0.10
C 0.06 -6.45 1.91 -0.89
C -2.70 -2.78 -0.32 -0.30
C -1.61 -3.24 -1.31 -1.07
C -2.08 0.16 -0.97 0.87
C 4.54 1.31 -1.54 0.25
C 0.13 -4.08 2.16 0.03
C -3.25 4.29 3.98 -0.73
C -3.53 3.12 3.30 -0.69
C 0.88 3.40 -1.92 -1.27
C 1.99 3.87 1.07 -1.46
H 1.66 -2.53 -0.96 -0.12
H -0.05 3.50 -2.47 0.43
H -2.41 -1.85 0.17 -0.38
H 3.24 -5.36 2.30 0.47
H 0.11 4.02 4.23 0.46
H 1.95 -7.44 1.99 0.45
H -0.35 1.94 2.98 0.48
H 0.65 -3.77 -0.22 -0.05
H -1.74 5.53 4.85 0.44
H 1.63 4.88 1.21 0.49
H -3.70 0.57 -2.26 0.42
H -0.50 -7.36 1.78 0.46
H 5.79 1.93 0.10 0.53
H -4.54 2.86 3.02 0.53
H -2.87 -3.54 0.43 0.22
H -1.40 4.37 1.28 0.31
H -0.89 5.04 -0.27 0.57
H 0.43 -0.97 3.60 0.18
H 2.26 3.44 2.03 0.40
H 0.32 -4.79 -2.54 0.32
H -3.11 -1.38 2.96 0.60
H -1.68 -5.19 1.89 0.48
H 1.57 -3.68 -3.13 0.36
H -0.23 -2.38 -3.49 0.73
H 0.62 0.18 -3.28 0.41
H -1.94 -2.48 4.83 0.33
H -2.08 3.72 -0.22 0.32
H 1.73 -1.19 -3.14 0.69
H -1.32 0.46 4.36 0.06
H -4.21 -0.14 -0.71 0.32
H -4.06 4.96 4.24 0.46
H 2.87 3.88 0.43 0.42
H 1.94 -4.85 -1.88 0.49
H -1.29 -4.24 -1.02 0.53
H -2.04 -3.32 -2.31 0.52
H -0.82 -1.54 5.81 0.53
H 0.55 -2.63 4.24 0.67
H -3.64 -2.62 -0.85 0.43
H 1.54 2.72 -2.46 0.28
H -4.07 -0.16 3.79 0.62
H 2.07 -3.18 2.38 0.47
H 1.36 4.37 -1.84 0.44
H -1.26 -1.12 -2.80 0.58
H -3.66 1.56 -0.82 0.35
H -2.56 -0.06 5.48 0.46
```

Its lowest unoccupied orbital energy is -5.522 eV. The energy above the lowest of the compared OMol25 structures with the same formula, charge and spin is 199.8 kJ/mol. The value obtained for the molecular weight is 827.49 g/mol. The largest force on an atom is 2.140 eV/A. Its energy is -3904.6926 a.u. The spin multiplicity is 1. The total charge is +2. The frontier orbital gap comes out at 7.6 eV.